{"formula": "C32H26IN2O2PPt", "method": "ωB97M-V/def2-TZVPD", "symbols": ["C", "H", "H", "C", "C", "C", "C", "H", "H", "C", "C", "H", "H", "H", "H", "C", "H", "H", "C", "P", "H", "C", "H", "H", "C", "C", "I", "C", "C", "C", "C", "C", "H", "H", "H", "C", "H", "H", "H", "C", "C", "C", "O", "H", "C", "C", "Pt", "C", "C", "C", "H", "C", "H", "N", "H", "H", "C", "C", "C", "C", "C", "O", "H", "N", "H"], "positions_angstrom": [[4.34, 1.81, 2.57], [-0.08, 4.27, -2.08], [3.30, -3.74, -2.21], [-4.43, 3.67, -0.46], [-2.03, -4.26, 1.10], [-4.02, 3.55, 0.86], [0.03, -3.46, 1.64], [0.82, 3.02, -0.14], [0.17, -0.66, -2.23], [-4.00, 2.75, -1.40], [4.28, -1.87, -2.58], [-4.33, 4.27, 1.60], [-4.76, -2.76, -1.64], [2.19, -3.48, 1.65], [-2.79, 1.01, -1.77], [-0.26, -2.19, 1.06], [5.41, 1.90, 2.66], [1.47, -2.95, 3.15], [4.30, -0.51, -2.30], [1.25, 0.14, 0.37], [1.68, -2.79, -0.64], [-2.20, -0.68, 0.22], [1.40, -4.67, 2.71], [3.96, 3.01, 4.31], [3.51, 2.44, 3.50], [-0.05, 3.19, -2.10], [-2.46, 2.38, 3.18], [2.42, -0.78, -0.78], [-0.53, 2.50, -3.21], [0.55, 1.10, -1.06], [-2.45, -3.06, 0.60], [1.36, -3.66, 2.32], [-4.42, -2.18, 0.64], [-4.36, -3.91, 0.30], [3.38, 1.09, -1.23], [-0.48, 1.11, -3.24], [5.02, 0.14, -2.77], [-4.27, 2.86, -2.44], [-0.95, 3.04, -4.05], [1.53, 1.61, 2.40], [3.33, -2.68, -1.98], [2.13, 2.34, 3.44], [0.81, -1.38, 1.05], [-3.03, -0.78, -0.47], [0.47, 2.49, -1.02], [-3.87, -2.96, 0.10], [-0.30, 1.10, 1.84], [-1.56, -1.94, 0.61], [2.39, 1.01, 1.46], [0.08, 0.42, -2.17], [1.52, 2.82, 4.19], [3.78, 1.08, 1.53], [5.00, -2.29, -3.28], [-1.97, 0.47, 0.73], [-0.86, 0.57, -4.10], [-2.70, -5.11, 1.11], [-3.18, 1.70, -1.03], [3.37, 0.02, -1.42], [-3.19, 2.50, 1.23], [2.42, -2.14, -1.08], [-2.79, 1.55, 0.30], [-3.86, -2.68, -1.30], [-5.07, 4.49, -0.75], [-0.82, -4.45, 1.65], [4.41, 0.58, 0.81]], "total_energy_ha": -2253.326479, "relative_energy_kj_mol": 141.7, "homo_ev": -7.20, "spin_multiplicity": 1}

---

{"formula": "C4H4Li2O3", "method": "ωB97M-V/def2-TZVPD", "symbols": ["Li", "C", "O", "C", "H", "O", "Li", "C", "C", "H", "H", "O", "H"], "positions_angstrom": [[0.72, 3.03, 3.36], [1.60, 0.95, 0.51], [0.41, 1.51, 2.49], [-1.48, -1.19, -1.31], [2.48, 1.49, 0.90], [-1.08, -3.54, -1.97], [0.43, -0.05, -1.92], [0.45, 0.95, 1.35], [-1.30, -2.45, -1.69], [-0.36, 0.25, 1.09], [-1.30, -0.95, -0.22], [1.61, 0.58, -0.70], [-2.19, -0.59, -1.90]], "total_energy_ha": -395.403440, "charge": 1, "relative_energy_kj_mol": 80.2, "homo_ev": [-11.04, -13.20], "spin_multiplicity": 2}

---

{"formula": "C5H7NO", "method": "ωB97M-V/def2-TZVPD", "symbols": ["C", "C", "H", "C", "H", "H", "H", "O", "C", "H", "H", "H", "C", "N"], "positions_angstrom": [[-0.23, -1.73, -0.37], [1.70, -0.73, -0.67], [-0.87, -2.60, -0.43], [-0.37, -0.49, 0.24], [2.73, -0.74, -1.00], [-1.09, 1.69, -0.35], [-0.33, 2.00, -0.41], [1.00, -1.86, -0.86], [0.94, 0.19, 0.05], [0.72, 1.79, 1.10], [-2.49, -0.14, 0.38], [-1.44, 0.95, 1.43], [-1.49, 0.22, 0.63], [1.20, 1.47, 0.26]], "total_energy_ha": -324.535076, "relative_energy_kj_mol": 497.2, "homo_ev": [-8.03, -7.69], "spin_multiplicity": 1}

---

{"formula": "C86H196N12O16", "method": "ωB97M-V/def2-TZVPD", "symbols": ["O", "H", "C", "H", "C", "H", "H", "H", "C", "H", "H", "C", "C", "H", "C", "H", "H", "H", "C", "H", "H", "H", "C", "H", "N", "C", "H", "H", "H", "H", "H", "O", "H", "H", "C", "N", "H", "C", "H", "C", "C", "C", "H", "O", "H", "C", "C", "C", "H", "H", "H", "C", "H", "C", "H", "H", "C", "N", "C", "C", "H", "C", "H", "C", "H", "H", "C", "C", "H", "C", "H", "N", "H", "N", "C", "H", "H", "H", "C", "H", "H", "H", "H", "C", "H", "H", "H", "H", "C", "H", "C", "H", "H", "H", "H", "H", "H", "H", "C", "H", "H", "H", "C", "H", "H", "H", "C", "H", "H", "H", "H", "H", "H", "C", "H", "C", "H", "C", "C", "H", "H", "H", "H", "H", "H", "H", "N", "C", "H", "H", "N", "H", "C", "H", "H", "C", "H", "H", "C", "O", "H", "H", "C", "H", "H", "H", "C", "C", "H", "H", "C", "H", "H", "H", "N", "C", "H", "O", "H", "C", "H", "H", "H", "C", "H", "H", "H", "H", "H", "H", "H", "H", "H", "H", "H", "H", "C", "H", "H", "H", "C", "H", "O", "C", "C", "H", "H", "H", "C", "H", "H", "H", "H", "C", "C", "H", "C", "H", "H", "C", "O", "H", "H", "H", "H", "C", "H", "C", "C", "H", "N", "C", "H", "H", "H", "H", "O", "H", "H", "H", "H", "O", "C", "H", "H", "H", "H", "H", "H", "H", "C", "C", "H", "C", "N", "H", "H", "H", "H", "H", "H", "H", "C", "C", "H", "H", "C", "H", "H", "O", "C", "H", "H", "C", "H", "H", "C", "C", "C", "C", "C", "C", "C", "H", "H", "H", "H", "H", "C", "H", "C", "C", "H", "H", "H", "H", "H", "H", "N", "H", "O", "H", "H", "H", "C", "O", "H", "H", "H", "H", "H", "C", "H", "C", "H", "O", "O", "H", "O", "O", "H", "H", "H", "H", "H", "C", "H", "N", "H", "H"], "positions_angstrom": [[-3.20, 4.32, -2.93], [-9.19, 4.01, 1.65], [-1.49, 5.95, -2.98], [-6.95, 6.69, 0.41], [3.23, -0.06, -7.99], [-8.05, 3.79, 4.97], [-1.71, -1.79, -2.79], [4.03, 1.82, -1.90], [-7.89, 3.63, 3.93], [1.73, -5.31, -0.90], [-3.59, -1.19, 3.78], [-4.52, -1.25, 4.34], [-2.26, 4.50, 5.69], [2.89, 1.96, -7.30], [-3.85, -2.67, -1.49], [-0.71, 6.34, -1.00], [3.65, 0.93, -9.87], [7.04, -6.46, 0.39], [0.50, 3.86, -3.40], [-1.94, 0.82, 2.83], [2.75, -2.93, -6.10], [3.03, -1.80, 6.82], [2.78, 3.30, 5.25], [1.79, 2.98, 2.77], [0.72, -6.99, -4.26], [6.13, -5.99, 0.74], [0.96, 5.17, -1.82], [-0.05, -4.81, 2.98], [-0.48, 4.08, -0.90], [4.58, 1.60, -7.54], [-1.93, 3.02, -1.02], [-4.14, -0.10, -4.29], [0.65, -1.38, -4.39], [0.36, -2.71, -0.13], [2.08, -7.08, -2.17], [-6.09, 4.13, 1.75], [4.95, -1.75, -2.86], [-5.05, -2.13, -0.77], [-6.88, -1.02, -2.63], [-4.41, 1.44, -1.83], [-1.53, 4.63, 7.11], [-4.54, -2.45, 5.26], [0.32, -6.32, -1.16], [4.88, -5.36, -1.73], [-6.02, -2.36, -1.18], [0.39, -0.23, 2.81], [-6.47, 0.01, -2.58], [-0.94, 3.22, -1.43], [4.01, -1.88, -5.44], [1.18, 3.09, -3.01], [4.03, 1.70, -5.07], [-0.14, -4.96, -5.07], [-3.65, 1.33, -1.06], [-1.47, -6.16, -3.32], [4.48, 0.39, -2.75], [-2.93, -2.37, -0.97], [-1.70, 0.71, 1.77], [-4.01, -0.64, -2.97], [7.20, -3.79, 0.56], [5.74, 0.50, 3.64], [-5.76, 3.32, 4.32], [-0.32, -5.54, 3.72], [-0.18, 6.23, -4.52], [-0.08, 6.27, -3.44], [-2.14, 7.35, -1.36], [-0.58, -2.42, 2.13], [-1.66, 6.36, -1.47], [-8.46, 4.57, 1.01], [-8.76, 5.46, 3.34], [-1.29, -1.68, 1.80], [-1.95, -6.75, -4.10], [2.05, -0.68, -7.33], [-0.19, -7.22, 2.37], [5.97, -4.66, -1.33], [-0.91, -6.80, 3.10], [-4.00, 5.16, 6.71], [-2.09, -1.55, 2.53], [-0.12, -8.38, -1.76], [4.67, -3.93, 0.75], [2.53, 0.53, 1.38], [7.49, -1.75, -2.18], [4.31, 3.43, 3.94], [5.64, 1.49, 1.88], [1.41, 3.19, 1.73], [3.66, -1.79, 4.69], [5.32, -6.62, 0.33], [-3.11, 6.86, 3.43], [4.60, -4.41, 1.76], [0.58, -1.29, -5.47], [-5.31, -1.28, 3.56], [2.51, 3.92, 0.95], [4.24, 4.73, 5.12], [5.03, -2.61, 5.54], [4.09, -4.86, -1.60], [-2.31, 5.71, -0.89], [4.00, -3.05, -2.17], [6.71, 0.91, 4.00], [0.66, -5.74, 4.13], [-6.60, 2.82, 3.79], [-0.26, 7.62, 2.82], [-9.01, 5.37, 0.50], [0.85, -4.51, -5.35], [-2.51, 7.11, 4.32], [3.96, -4.76, 5.13], [8.29, -1.95, 0.09], [-1.41, 1.72, 1.47], [-1.11, 6.39, 4.39], [-3.47, 2.73, 5.99], [0.13, -2.17, -5.97], [1.96, 1.09, -9.38], [-4.02, 1.93, -2.72], [0.40, 3.80, -4.51], [-3.88, -3.76, -1.56], [2.93, -2.11, -5.46], [0.53, 3.80, 1.87], [-4.91, -0.66, -0.68], [-0.50, 4.21, 7.17], [-3.77, -2.10, -2.96], [6.13, -3.50, -2.14], [3.08, -8.04, -4.57], [-4.56, 1.67, 1.32], [3.30, 1.56, 4.35], [-6.80, 1.77, 4.12], [-7.44, 7.11, 2.01], [-1.45, -6.74, -2.43], [-2.73, 7.22, 6.42], [3.85, 3.92, 4.67], [-4.73, 2.26, 2.22], [0.20, 4.05, 5.14], [-2.75, 2.84, 4.43], [0.01, -0.07, 0.30], [3.12, -1.11, 0.95], [1.31, -0.65, -0.06], [1.07, 0.27, -2.10], [6.68, -3.01, -4.08], [-0.48, 6.55, 3.02], [4.10, -4.00, 3.60], [5.45, -4.18, -4.13], [0.76, -5.04, -2.83], [5.95, 1.71, 0.07], [5.23, -0.40, -8.72], [-4.76, -3.32, 4.64], [1.57, -1.07, 2.44], [-8.76, 3.11, 3.57], [-0.45, 1.56, -3.90], [-7.16, 2.06, 0.51], [2.43, 0.27, -5.14], [2.81, 0.40, -9.39], [1.33, -2.11, 2.30], [-5.41, 4.72, 0.04], [1.36, -7.89, -3.28], [2.54, -0.44, -10.06], [-1.55, 5.65, 7.47], [-2.90, -3.51, 5.83], [-1.85, 4.56, -3.35], [0.23, -0.67, 6.20], [-2.07, -3.38, -3.48], [5.20, 1.57, 2.78], [6.58, -1.67, 0.10], [4.44, -0.96, -8.16], [-2.32, 8.18, 4.35], [6.22, -5.93, 1.84], [-1.38, -5.46, 5.36], [3.95, -2.66, 5.34], [0.16, -4.26, -2.37], [-1.20, 6.20, 2.34], [4.80, -2.87, 0.95], [2.18, 1.13, -0.85], [1.92, -9.39, -4.73], [1.60, -4.60, -3.31], [-0.47, -9.05, -3.30], [-1.78, -6.63, 2.50], [1.96, 5.51, -3.22], [5.65, 1.69, -2.65], [0.18, -7.42, -5.98], [-7.08, 0.62, -1.92], [-7.76, 5.02, 3.28], [0.88, -9.77, -2.31], [-6.51, 0.45, -3.55], [-0.02, 8.09, 5.19], [1.84, 0.15, -1.31], [-3.89, -0.45, -0.40], [2.03, 3.91, 6.00], [-4.75, -2.76, -3.91], [1.24, -5.93, -1.65], [2.57, 0.05, -4.12], [6.39, 0.10, -1.10], [0.84, -1.73, -8.48], [4.86, 1.16, -2.06], [8.27, -3.27, -2.01], [-0.04, -0.39, -5.60], [-5.16, 2.13, -1.38], [0.43, 5.98, 2.96], [-6.17, 2.79, 2.28], [-2.45, 6.83, -3.78], [-0.30, 2.36, -1.24], [-3.34, 6.80, 5.59], [-8.18, 1.88, 1.95], [0.51, -2.54, 5.61], [-6.82, 6.40, 1.45], [-0.17, -7.72, -5.11], [5.02, -2.03, -1.03], [-2.34, 6.70, -4.87], [-4.21, 7.43, 5.54], [6.61, -0.67, 2.03], [3.81, 0.85, -5.68], [2.99, -9.23, -3.27], [-2.34, -2.33, -3.43], [-1.35, 2.18, -3.77], [-3.51, 6.69, -3.57], [2.60, 1.97, 4.94], [5.98, -4.56, 0.18], [-1.20, -2.17, 5.71], [-1.14, -7.62, 3.75], [3.63, 2.42, 1.75], [-3.39, 0.54, -4.31], [3.70, 3.04, 1.01], [-4.41, -3.66, -4.43], [1.85, 1.51, 5.46], [-0.98, 7.25, 6.27], [-1.60, 2.44, -4.83], [-0.95, -0.48, -0.72], [-0.92, 3.51, -2.92], [0.60, 6.60, 5.84], [2.72, -0.33, -1.66], [-1.71, 0.05, 6.76], [4.62, 0.11, -5.51], [-1.28, 0.31, -1.15], [-2.04, -5.26, -3.11], [2.94, -6.64, -2.69], [-2.57, 3.02, 5.45], [-7.17, 1.84, 1.56], [1.24, 2.24, 1.26], [4.95, -2.50, -2.00], [-0.76, 0.21, 6.45], [-2.26, 7.94, -3.59], [-7.04, 5.60, 3.88], [5.08, 0.41, 4.52], [-3.14, 4.18, -1.94], [-0.18, -0.56, 3.68], [-4.53, 1.51, 3.00], [2.52, -7.75, -1.40], [1.19, -2.12, -0.56], [6.30, -3.87, -3.55], [2.22, -1.02, 3.33], [-0.61, -5.49, -5.92], [0.96, 5.22, -2.93], [2.78, 4.85, 1.48], [2.37, 4.12, -0.16], [-1.15, -4.82, 4.68], [5.52, 0.64, -0.79], [-4.99, -2.01, -4.67], [4.80, -0.06, -0.33], [2.21, -0.50, 1.13], [-5.66, -3.14, -3.38], [5.19, 2.35, 0.09], [7.39, -2.72, -1.69], [5.93, -0.77, 2.88], [-0.06, -5.83, -3.85], [-3.56, 5.31, 5.73], [-0.63, -0.30, 1.63], [7.33, -2.40, -0.19], [3.64, 1.18, -7.14], [-0.74, -4.09, -4.84], [2.66, -2.38, -4.43], [0.66, 0.81, 2.95], [-4.58, -0.29, 4.79], [1.12, -2.15, -1.62], [-7.28, 5.01, 1.85], [-8.20, 3.92, 0.14], [2.42, -8.71, -4.05], [-0.31, 7.08, 5.47], [7.08, -4.66, -3.58], [4.88, -1.44, -7.29], [-5.69, -0.10, -0.12], [-2.14, 1.56, -3.35], [-1.81, 2.30, 5.81], [-4.21, 4.85, 4.98], [-0.22, -1.91, 5.94], [3.76, -4.06, 0.12], [3.18, -2.71, 6.51], [-0.27, 1.08, 6.68], [-5.19, -2.54, 0.26], [2.13, -2.68, -0.31], [1.98, -1.00, -5.92], [1.74, -1.89, -8.14], [4.98, -1.27, 2.61], [1.60, 1.01, -5.14], [7.36, -3.60, 1.63], [-5.78, 6.56, 1.77], [4.06, -1.70, -8.87], [3.63, -3.89, 4.59], [-2.15, -1.85, -4.41], [-4.98, 0.01, -2.10], [-6.80, 0.83, 1.79], [-3.20, -2.58, 5.86], [1.39, -0.28, 6.05], [2.57, -3.92, 4.48], [-5.86, 3.94, 0.34], [-0.32, 4.05, 4.33], [-1.70, -1.96, 0.83], [-2.10, 4.04, 7.82], [0.26, 7.22, -3.10], [8.06, -4.44, 0.23], [6.30, -1.54, 3.59], [0.37, -8.85, -2.63], [-3.95, 3.02, 2.34], [-1.47, 4.95, 4.57], [-2.64, 0.51, 1.26], [-5.32, -2.38, 6.00]], "total_energy_ha": -5254.900563, "relative_energy_kj_mol": 0.0, "homo_ev": -8.25, "spin_multiplicity": 1}

---

{"formula": "C2H2F2O2", "method": "ωB97M-V/def2-TZVPD", "symbols": ["H", "H", "O", "F", "C", "F", "O", "C"], "positions_angstrom": [[-0.30, 1.50, -0.98], [0.27, -0.44, 0.86], [1.26, -1.93, -2.68], [-1.28, -0.45, -0.54], [1.44, -0.89, -2.18], [2.63, -0.41, -2.01], [0.07, 1.29, -0.13], [-0.06, 0.00, -0.09]], "total_energy_ha": -427.491865, "relative_energy_kj_mol": 347.3, "homo_ev": [-9.60, -8.70], "spin_multiplicity": 1}

---

{"formula": "C4H7N2O3S", "method": "ωB97M-V/def2-TZVPD", "symbols": ["H", "O", "N", "C", "S", "C", "H", "O", "C", "H", "O", "H", "C", "H", "H", "H", "N"], "positions_angstrom": [[-2.99, 3.39, -0.33], [0.95, -0.51, -0.63], [-1.96, 1.84, 0.61], [0.26, 0.47, -0.01], [-3.08, 3.07, 1.05], [1.53, -2.82, -0.32], [2.00, -2.96, -1.30], [0.31, 0.61, 1.20], [1.68, -1.39, 0.17], [2.71, -1.16, 0.23], [-2.04, 2.68, -1.53], [0.39, -3.13, -0.27], [-1.44, 1.95, -0.74], [-1.30, 1.70, 1.38], [1.32, -1.37, 1.24], [2.10, -3.53, 0.23], [-0.44, 1.15, -0.98]], "total_energy_ha": -890.104112, "smiles": "CCO/C([O-])=N/C(=O)NS", "charge": -1, "relative_energy_kj_mol": 0.0, "homo_ev": -3.86, "spin_multiplicity": 1}

---

{"formula": "CHClFO2S2", "method": "ωB97M-V/def2-TZVPD", "symbols": ["S", "Cl", "S", "O", "H", "O", "C", "F"], "positions_angstrom": [[2.01, -0.50, 0.40], [-0.30, 2.12, 0.79], [-0.20, -0.62, 0.34], [-0.91, -0.72, 1.63], [1.68, -0.46, -0.85], [-0.28, -1.70, -0.64], [-0.34, 0.95, -0.57], [-1.66, 0.92, -1.10]], "total_energy_ha": -1545.595660, "charge": -1, "relative_energy_kj_mol": 220.5, "homo_ev": -3.87, "spin_multiplicity": 1}

---

{"formula": "C28H22ClFeN5O2S3", "method": "ωB97M-V/def2-TZVPD", "symbols": ["O", "C", "C", "S", "Cl", "Fe", "H", "H", "C", "H", "H", "C", "H", "C", "N", "C", "N", "C", "N", "C", "C", "C", "H", "H", "C", "O", "H", "N", "C", "C", "C", "S", "C", "C", "C", "H", "H", "C", "C", "H", "C", "C", "H", "H", "C", "C", "C", "H", "H", "H", "C", "H", "H", "N", "H", "H", "H", "C", "S", "C", "H", "C"], "positions_angstrom": [[-1.01, -0.26, 1.79], [-3.92, -1.90, -3.42], [-1.81, 2.12, 0.09], [1.32, 1.90, 1.03], [-6.01, -1.35, 6.06], [0.41, -0.17, 0.42], [3.40, -5.91, 1.21], [2.47, 1.62, -1.48], [1.66, -2.71, -0.93], [0.25, -6.02, 0.37], [-3.08, -3.77, -4.05], [2.04, -4.97, -0.17], [4.24, 0.34, -3.17], [-1.86, -2.85, -2.57], [1.81, -0.30, -1.06], [0.28, -2.80, -0.73], [-0.51, -1.68, -0.92], [-1.24, -1.38, 2.35], [2.20, -1.52, -1.47], [-5.10, -1.92, -4.36], [-0.20, -4.04, -0.27], [0.66, -5.09, -0.01], [-4.95, 0.67, 4.37], [-4.87, -1.43, -5.31], [-2.97, -2.91, -3.40], [-0.64, -2.44, 2.20], [-4.40, 0.01, -2.56], [-2.55, 0.35, -0.83], [3.49, -0.10, -2.54], [-3.23, -0.22, 3.42], [2.97, -6.08, 0.21], [2.21, -0.65, 1.89], [2.59, 0.57, -1.69], [-3.70, -0.83, -2.56], [-2.61, -0.76, -1.71], [-4.56, 0.39, -0.18], [-2.13, -3.36, 3.91], [-3.17, 2.05, 0.42], [-3.85, -2.50, 4.88], [3.59, -3.59, -0.73], [-1.62, -1.78, -1.68], [-2.44, -1.35, 3.29], [-2.96, 0.66, 2.84], [3.81, -6.17, -0.49], [-3.61, 0.89, -0.18], [3.21, -1.43, -2.36], [2.60, 1.03, 1.82], [3.62, -2.32, -2.80], [2.45, -7.04, 0.23], [-5.39, -2.95, -4.59], [2.52, -3.75, -0.63], [-1.26, -4.14, -0.08], [-1.14, -3.66, -2.62], [-1.45, 1.10, -0.68], [-1.08, 2.84, 0.42], [-4.11, -3.37, 5.46], [-3.74, 2.71, 1.05], [-2.76, -2.49, 4.03], [3.99, 1.73, 2.41], [-4.63, -1.35, 4.99], [-5.96, -1.42, -3.93], [-4.33, -0.21, 4.27]], "total_energy_ha": -4423.033127, "charge": -2, "homo_ev": [-0.96, -1.17], "spin_multiplicity": 1}